This record from the Open Molecules 2025 dataset describes a cluster of 14 separate species, C17H62N14O14 in total at a distorted geometry. The level of theory is ωB97M-V/def2-TZVPD.

Structure (ORCA input):
```
! wB97M-V def2-TZVPD RIJCOSX def2/J DEFGRID3
* xyz 0 1
C -3.292 2.372 -0.039
C -4.484 3.301 -0.191
O -3.942 4.473 -0.649
H -2.540 2.507 -0.817
H -3.576 1.320 -0.135
H -2.951 2.498 0.946
H -5.161 3.393 0.643
H -5.137 3.009 -0.993
H -4.622 5.103 -0.887
C -2.033 -1.852 -3.400
C -3.250 -2.010 -2.531
O -3.483 -1.187 -1.431
H -2.139 -2.461 -4.311
H -1.022 -2.169 -2.909
H -1.855 -0.816 -3.754
H -3.332 -3.098 -2.172
H -4.181 -1.970 -3.156
H -4.418 -1.102 -1.249
C 1.494 3.561 -3.342
C 0.894 3.305 -1.974
O -0.183 2.479 -2.128
H 2.525 4.046 -3.243
H 0.936 4.248 -3.927
H 1.603 2.623 -3.938
H 0.543 4.288 -1.561
H 1.576 2.893 -1.305
H -0.719 2.539 -1.307
C -3.231 -2.045 1.853
O -3.419 -2.226 3.244
N -2.972 -0.880 1.379
N -3.300 -2.935 0.991
H -2.722 -0.163 2.111
H -2.672 -0.740 0.410
H -3.285 -3.948 1.284
H -3.490 -2.715 0.016
C -0.620 -4.092 -0.806
O -1.626 -5.038 -0.798
N 0.548 -4.322 -1.328
N -0.795 -2.950 -0.160
H 0.734 -5.245 -1.811
H 1.340 -3.609 -1.455
H -1.674 -2.860 0.319
H -0.339 -2.071 -0.509
C 1.349 -4.575 2.137
O 1.826 -4.882 3.350
N 0.792 -3.453 1.913
N 1.458 -5.279 1.113
H 0.576 -2.781 2.683
H 0.286 -3.199 0.985
H 1.718 -6.247 1.368
H 0.890 -4.987 0.247
C -0.663 4.605 1.072
O -0.350 3.366 0.640
N -1.801 5.204 0.968
N 0.115 5.318 1.809
H -2.605 4.744 0.390
H -1.819 6.188 0.919
H 1.077 4.957 2.029
H -0.155 6.072 2.418
C 1.966 0.054 -3.737
O 0.913 -0.030 -4.545
N 3.185 -0.284 -4.034
N 1.849 0.591 -2.564
H 3.308 -0.854 -4.865
H 3.926 -0.203 -3.389
H 1.089 1.218 -2.527
H 2.643 0.608 -1.914
C 2.896 2.763 1.975
O 2.139 1.708 2.320
N 2.426 3.679 1.170
N 4.108 3.017 2.442
H 1.615 3.289 0.809
H 2.922 4.459 0.718
H 4.522 2.393 3.202
H 4.745 3.742 2.057
C 3.099 -1.192 0.651
O 3.267 -0.274 -0.411
N 2.994 -2.479 0.505
N 3.005 -0.855 1.915
H 3.055 -2.916 -0.391
H 2.460 -3.141 1.093
H 2.861 0.119 2.206
H 2.892 -1.569 2.653
C 2.259 -3.153 -3.452
O 2.665 -2.675 -2.151
H 2.081 -4.246 -3.510
H 3.074 -2.838 -4.100
H 1.367 -2.667 -3.846
H 2.991 -1.808 -2.221
C 0.631 -1.063 4.532
O -0.320 -1.574 3.617
H 1.426 -1.709 4.599
H 0.153 -0.823 5.474
H 1.030 -0.225 4.008
H -1.028 -0.935 3.677
C -0.065 0.151 0.150
O 0.183 -0.660 -0.968
H 0.715 0.830 0.357
H -0.246 -0.492 1.030
H -1.016 0.725 0.092
H 0.840 -0.242 -1.554
C -0.883 1.707 3.169
O -1.801 0.615 3.467
H -0.192 1.787 4.035
H -1.453 2.587 2.822
H -0.235 1.456 2.312
H -2.484 0.904 4.100
*
```

Gap between HOMO and LUMO   7.720 eV
Highest occupied orbital energy   -7.911 eV
Energy above the lowest of the compared OMol25 structures with the same formula, charge and spin   0.0 kJ/mol
Maximum force   11.6 eV Å⁻¹
M   686.77 g/mol

These are the Mulliken partial charges, in e, on atoms 1 to 99: atom 1 (C): 0.42, atom 2 (C): -0.81, atom 3 (O): -0.59, atom 4 (H): 0.07, atom 5 (H): -0.13, atom 6 (H): 0.03, atom 7 (H): 0.29, atom 8 (H): 0.44, atom 9 (H): 0.28, atom 10 (C): -0.85, atom 11 (C): -0.38, atom 12 (O): -0.41, atom 13 (H): 0.46, atom 14 (H): -0.13, atom 15 (H): 0.31, atom 16 (H): 0.28, atom 17 (H): 0.43, atom 18 (H): 0.27, atom 19 (C): -1.18, atom 20 (C): 0.40, atom 21 (O): -0.69, atom 22 (H): 0.32, atom 23 (H): 0.46, atom 24 (H): 0.14, atom 25 (H): 0.13, atom 26 (H): 0.07, atom 27 (H): -0.06, atom 28 (C): 0.22, atom 29 (O): -0.79, atom 30 (N): 0.36, atom 31 (N): -0.34, atom 32 (H): 0.11, atom 33 (H): -0.19, atom 34 (H): 0.25, atom 35 (H): 0.29, atom 36 (C): 0.08, atom 37 (O): -0.82, atom 38 (N): -0.03, atom 39 (N): 2.09, atom 40 (H): 0.30, atom 41 (H): 0.41, atom 42 (H): -0.61, atom 43 (H): -0.53, atom 44 (C): 0.74, atom 45 (O): -0.84, atom 46 (N): -0.08, atom 47 (N): -0.16, atom 48 (H): -0.23, atom 49 (H): 0.71, atom 50 (H): 0.25, atom 51 (H): 0.10, atom 52 (C): 0.11, atom 53 (O): 0.24, atom 54 (N): -0.38, atom 55 (N): -0.36, atom 56 (H): 0.27, atom 57 (H): 0.22, atom 58 (H): 0.31, atom 59 (H): 0.18, atom 60 (C): 0.15, atom 61 (O): -0.77, atom 62 (N): -0.25, atom 63 (N): 0.04, atom 64 (H): 0.30, atom 65 (H): 0.23, atom 66 (H): 0.19, atom 67 (H): 0.00, atom 68 (C): 0.44, atom 69 (O): -0.55, atom 70 (N): -0.33, atom 71 (N): -0.44, atom 72 (H): -0.12, atom 73 (H): 0.27, atom 74 (H): 0.30, atom 75 (H): 0.17, atom 76 (C): 0.45, atom 77 (O): -0.86, atom 78 (N): -0.29, atom 79 (N): -0.18, atom 80 (H): 0.43, atom 81 (H): -0.11, atom 82 (H): 0.21, atom 83 (H): 0.18, atom 84 (C): -0.90, atom 85 (O): -0.87, atom 86 (H): 0.40, atom 87 (H): 0.32, atom 88 (H): 0.27, atom 89 (H): 0.35, atom 90 (C): -0.58, atom 91 (O): -0.79, atom 92 (H): 0.51, atom 93 (H): 0.29, atom 94 (H): -0.11, atom 95 (H): 0.31, atom 96 (C): -0.03, atom 97 (O): 0.86, atom 98 (H): 0.60, atom 99 (H): 0.07

***

This record from the Open Molecules 2025 dataset describes an isolated molecule of C5H9N3O at a distorted geometry. The level of theory is ωB97M-V/def2-TZVPD.

Structure (ORCA input):
```
! wB97M-V def2-TZVPD RIJCOSX def2/J DEFGRID3
* xyz 0 1
H 3.319 -1.058 0.069
N 3.005 -0.092 -0.028
C 1.727 -0.038 -0.093
C 0.714 -1.210 -0.061
C -0.634 -0.593 -0.298
C -1.970 -0.169 0.439
O -3.002 0.143 -0.425
C -0.754 0.679 0.599
N -0.086 1.788 0.003
N 1.195 1.308 -0.301
H 1.079 -1.900 -0.827
H 0.711 -1.668 0.955
H -0.811 -0.405 -1.394
H -2.301 -0.591 1.375
H -3.282 -0.701 -0.796
H -0.271 0.452 1.543
H -0.524 2.094 -0.896
H 1.884 1.960 0.135
*
```

Gap between HOMO and LUMO   8.776 eV
Highest occupied orbital energy   -8.096 eV
Energy above the lowest of the compared OMol25 structures with the same formula, charge and spin   433.1 kJ/mol
Maximum force   3.2 eV Å⁻¹
M   127.15 g/mol
SMILES   [H]/N=C1\C[C@H]2[C@H](O)[C@@H]2NN1

The computed Mulliken charges, all in e, follow: atom 1 (H): 0.23, atom 2 (N): -0.77, atom 3 (C): 0.47, atom 4 (C): -0.74, atom 5 (C): -0.07, atom 6 (C): -0.13, atom 7 (O): -0.51, atom 8 (C): -0.38, atom 9 (N): -0.42, atom 10 (N): -0.21, atom 11 (H): 0.35, atom 12 (H): 0.25, atom 13 (H): 0.20, atom 14 (H): 0.35, atom 15 (H): 0.35, atom 16 (H): 0.38, atom 17 (H): 0.31, atom 18 (H): 0.33

***

This record from the Open Molecules 2025 dataset describes the ion C3H7S with charge -1 at a distorted geometry. The level of theory is ωB97M-V/def2-TZVPD.

Structure (ORCA input):
```
! wB97M-V def2-TZVPD RIJCOSX def2/J DEFGRID3
* xyz -1 1
C 1.061 0.860 0.250
C -0.326 0.369 -0.271
C -0.662 -1.054 0.084
S -1.360 -2.005 -1.389
H 1.841 0.183 -0.114
H 1.080 0.822 1.335
H 1.194 1.841 -0.204
H -1.025 1.009 0.303
H -0.509 0.700 -1.285
H -1.492 -1.150 0.776
H 0.197 -1.575 0.515
*
```

Gap between HOMO and LUMO   6.243 eV
Highest occupied orbital energy   -2.063 eV
Energy above the lowest of the compared OMol25 structures with the same formula, charge and spin   43.5 kJ/mol
Maximum force   2.6 eV Å⁻¹
M   75.16 g/mol
SMILES   CCC[S-]

The computed Mulliken charges, all in e, follow: atom 1 (C): -1.16, atom 2 (C): -0.38, atom 3 (C): -0.61, atom 4 (S): -0.77, atom 5 (H): 0.32, atom 6 (H): 0.30, atom 7 (H): 0.34, atom 8 (H): 0.16, atom 9 (H): 0.40, atom 10 (H): 0.17, atom 11 (H): 0.24

***

This record from the Open Molecules 2025 dataset describes the ion C11H9O2 with charge -1 at a distorted geometry. The level of theory is ωB97M-V/def2-TZVPD.

Structure (ORCA input):
```
! wB97M-V def2-TZVPD RIJCOSX def2/J DEFGRID3
* xyz -1 1
C -1.252 -2.498 -1.323
C -1.689 -1.142 -0.904
C -2.505 -0.406 -0.176
C -1.356 0.405 -0.632
C -1.774 1.306 -1.947
O -1.567 2.516 -1.884
O -2.336 0.644 -2.793
C -0.282 0.868 0.294
C -0.178 0.396 1.670
C 0.766 0.989 2.550
C 1.706 1.866 2.038
C 1.706 2.098 0.657
C 0.738 1.571 -0.161
H -1.381 -2.680 -2.509
H -2.127 -3.114 -1.005
H -0.341 -2.798 -0.935
H -3.479 -0.447 0.226
H -0.887 -0.338 2.121
H 0.727 0.902 3.626
H 2.330 2.282 2.865
H 2.402 2.825 0.188
H 0.707 1.798 -1.196
*
```

Gap between HOMO and LUMO   7.282 eV
Highest occupied orbital energy   -3.773 eV
Energy above the lowest of the compared OMol25 structures with the same formula, charge and spin   252.3 kJ/mol
Maximum force   5.6 eV Å⁻¹
M   173.19 g/mol
SMILES   CC1=C[C@@]1(C(=O)[O-])c1ccccc1

The computed Mulliken charges, all in e, follow: atom 1 (C): -1.20, atom 2 (C): 0.32, atom 3 (C): -1.17, atom 4 (C): 0.70, atom 5 (C): 0.47, atom 6 (O): -0.73, atom 7 (O): -0.70, atom 8 (C): 0.36, atom 9 (C): -0.36, atom 10 (C): -0.53, atom 11 (C): -0.26, atom 12 (C): -0.57, atom 13 (C): -0.23, atom 14 (H): 0.25, atom 15 (H): 0.28, atom 16 (H): 0.35, atom 17 (H): 0.43, atom 18 (H): 0.31, atom 19 (H): 0.35, atom 20 (H): 0.26, atom 21 (H): 0.28, atom 22 (H): 0.40